a.
Formula: C3H8O2S
Source: OMol25
Level of theory: the ωB97M-V functional and the def2-TZVPD basis

Computed properties:
Orbital gap in eV: 10.05
E_HOMO in eV: -9.4589
SMILES string: OC[C@H](O)CS

XYZ file:
```
14
Properties=species:S:1:pos:R:3:nbo_charge:R:1
O 0.1876 -1.6557 -1.7698 -0.700
C 0.2353 -0.3764 -1.2664 -0.091
C 0.4586 -0.2779 0.2030 0.044
O -0.3688 -1.1543 0.9342 -0.718
C 0.3896 1.1151 0.7686 -0.542
S -1.2633 1.8016 0.5404 -0.030
H -0.1251 -2.1468 -0.9867 0.475
H 1.0984 0.1550 -1.7523 0.167
H -0.6584 0.1349 -1.5224 0.167
H 1.4809 -0.6732 0.4124 0.185
H -1.2464 -0.7216 0.8957 0.459
H 1.1353 1.7208 0.2386 0.239
H 0.5290 1.0857 1.8543 0.238
H -1.8526 0.9927 1.4502 0.106
```


b.
Formula: C3H8O2S
Source: OMol25
Level of theory: the ωB97M-V functional and the def2-TZVPD basis

Computed properties:
Orbital gap in eV: 9.14
E_HOMO in eV: -8.5381
SMILES string: O=CO.CSC

XYZ file:
```
14
Properties=species:S:1:pos:R:3:nbo_charge:R:1
O -1.8121 4.2733 -2.6160 -0.572
C -2.8849 4.5200 -2.1665 0.648
O -3.5611 3.7765 -1.2841 -0.681
H -3.4793 5.4109 -2.4455 0.110
H -2.9869 3.0581 -0.9642 0.495
C 2.4841 -1.4654 1.7187 -0.742
S 0.8238 -1.4608 0.9934 0.177
C 0.7539 -3.1785 0.4415 -0.744
H 2.9504 -0.4942 1.5799 0.227
H 2.4868 -1.7329 2.7743 0.214
H 3.0730 -2.1711 1.1505 0.214
H -0.2680 -3.3277 0.1039 0.229
H 1.0448 -3.9280 1.1631 0.215
H 1.3755 -3.2802 -0.4489 0.210
```


So which one wins? Going from most stable to least: b, a.


a.
Formula: CN2O3
Source: OMol25
Level of theory: the ωB97M-V functional and the def2-TZVPD basis

Computed properties:
Orbital gap in eV: 12.43
E_HOMO in eV: -12.0808
SMILES string: N#[N+][O-].O=C=O

XYZ file:
```
6
Properties=species:S:1:pos:R:3:nbo_charge:R:1
N -2.2618 0.7767 0.8054 -0.110
N -2.3017 -0.0640 0.0970 0.441
O -2.1876 -0.9580 -0.5885 -0.331
O 3.0258 -0.5722 0.5563 -0.508
C 2.2427 0.0734 -0.0963 1.029
O 1.4826 0.7442 -0.7739 -0.522
```


b.
Formula: CN2O3
Source: OMol25
Level of theory: the ωB97M-V functional and the def2-TZVPD basis

Computed properties:
Orbital gap in eV: 12.18
E_HOMO in eV: -12.0541
SMILES string: N#[N+][O-].O=C=O

XYZ file:
```
6
Properties=species:S:1:pos:R:3:nbo_charge:R:1
N 3.8556 0.7667 0.0627 -0.113
N 3.1824 -0.1191 0.2264 0.435
O 2.4983 -0.9978 0.4711 -0.322
O -2.5609 0.5349 -1.3304 -0.519
C -3.2080 0.1049 -0.2621 1.021
O -3.7674 -0.2897 0.8323 -0.502
```


So which one wins? Going from most stable to least: a, b.